Arrangement A

Density functional theory data (wB97M-V/def2-TZVPD) for an isolated ion of composition C4H11N2 and charge +1.

Positions of all 17 atoms, in Å:
C  0.26  1.64  -1.53
C  0.97  0.20  -1.07
C  0.18  -0.42  0.14
N  -1.29  -0.54  -0.32
C  0.48  -1.00  1.28
N  -0.36  -1.13  2.47
H  -0.60  1.42  -2.09
H  -0.06  2.27  -0.67
H  0.88  2.32  -2.10
H  2.07  0.57  -0.65
H  1.11  -0.54  -1.90
H  -1.42  -1.16  -1.04
H  -1.28  0.39  -0.61
H  -1.92  -0.75  0.51
H  1.57  -1.19  1.41
H  0.03  -1.84  3.16
H  -0.62  -0.25  3.02

## Properties
Orbital gap (eV): 10.00
HOMO level (hartree): -0.497
Molecular weight (g mol⁻¹): 87.15
SMILES: CC/C([NH3+])=C/N
Charge: +1

Just the Löwdin charges please, in e? Sure, here they are: number 1, C, carries -0.07; number 2, C, carries -0.12; number 3, C, carries -0.23; number 4, N, carries 0.25; number 5, C, carries -0.13; number 6, N, carries 0.01; number 7, H, carries 0.03; number 8, H, carries 0.09; number 9, H, carries 0.08; number 10, H, carries 0.17; number 11, H, carries 0.11; number 12, H, carries 0.14; number 13, H, carries 0.08; number 14, H, carries 0.20; number 15, H, carries 0.14; number 16, H, carries 0.11; number 17, H, carries 0.13

=====

Arrangement B

Density functional theory data (wB97M-V/def2-TZVPD) for a 2-piece molecular cluster, C4H11N2 overall.

Positions of all 17 atoms, in Å:
C  0.34  -0.72  -0.49
C  0.05  0.71  -0.33
C  1.47  -1.41  0.23
C  -2.13  -0.36  0.17
N  -0.72  -0.18  0.37
N  0.88  1.73  0.32
H  0.06  -1.16  -1.45
H  -0.97  1.49  -1.80
H  2.43  -1.18  -0.23
H  1.33  -2.49  0.17
H  1.49  -1.13  1.28
H  -2.68  0.13  0.97
H  -2.43  0.08  -0.80
H  -2.36  -1.42  0.17
H  1.60  2.06  -0.34
H  1.34  1.32  1.15
H  0.30  2.53  0.62

## Properties
Orbital gap (eV): 9.48
HOMO level (hartree): -0.514
Molecular weight (g mol⁻¹): 87.15
Charge: +1

Just the Löwdin charges please, in e? Sure, here they are: number 1, C, carries -0.25; number 2, C, carries -0.30; number 3, C, carries -0.03; number 4, C, carries -0.05; number 5, N, carries -0.08; number 6, N, carries 0.25; number 7, H, carries 0.15; number 8, H, carries 0.26; number 9, H, carries 0.09; number 10, H, carries 0.09; number 11, H, carries 0.08; number 12, H, carries 0.09; number 13, H, carries 0.07; number 14, H, carries 0.10; number 15, H, carries 0.18; number 16, H, carries 0.18; number 17, H, carries 0.18

=====

Verdict on stability: arrangement B comes out at the bottom.

=====

Arrangement A

Density functional theory data (wB97M-V/def2-TZVPD) for C4H7Cl as an isolated structure.

Positions of all 12 atoms, in Å:
C  0.85  -0.64  0.84
C  -0.50  -0.05  0.78
C  -0.35  1.02  -0.37
C  -0.47  0.32  -1.80
H  0.90  -1.56  0.45
H  1.69  0.16  0.13
H  1.55  -0.65  2.13
H  -0.88  0.47  1.60
H  0.22  2.09  0.06
H  -0.81  -1.06  -1.98
H  -0.38  1.15  -2.51
Cl  -1.82  -1.24  0.67

## Properties
Orbital gap (eV): 9.34
HOMO level (hartree): -0.324
Molecular weight (g mol⁻¹): 90.55
Charge: 0

Just the Löwdin charges please, in e? Sure, here they are: number 1, C, carries -0.19; number 2, C, carries -0.88; number 3, C, carries -0.16; number 4, C, carries -0.03; number 5, H, carries -0.02; number 6, H, carries 0.15; number 7, H, carries 0.18; number 8, H, carries 0.04; number 9, H, carries 0.17; number 10, H, carries 0.17; number 11, H, carries -0.01; number 12, Cl, carries 0.58

=====

Arrangement B

Density functional theory data (wB97M-V/def2-TZVPD) for one molecule with the formula C4H7Cl.

Positions of all 12 atoms, in Å:
C  -1.48  -0.26  0.74
C  -0.19  0.08  0.08
Cl  0.98  -1.20  -0.01
C  -0.25  1.11  -1.14
C  0.07  1.56  0.27
H  -1.84  -1.22  0.27
H  -2.12  0.61  0.67
H  -1.31  -0.41  1.78
H  0.60  1.04  -1.83
H  -1.20  1.47  -1.50
H  -0.73  1.96  0.88
H  1.00  2.02  0.33

## Properties
Orbital gap (eV): 10.60
HOMO level (hartree): -0.351
Molecular weight (g mol⁻¹): 90.55
SMILES: CC1(Cl)CC1
Charge: 0

Just the Löwdin charges please, in e? Sure, here they are: number 1, C, carries -0.12; number 2, C, carries -0.89; number 3, Cl, carries 0.66; number 4, C, carries -0.11; number 5, C, carries -0.16; number 6, H, carries 0.10; number 7, H, carries 0.07; number 8, H, carries 0.07; number 9, H, carries 0.10; number 10, H, carries 0.09; number 11, H, carries 0.10; number 12, H, carries 0.08

=====

Verdict on stability: arrangement A comes out at the bottom.

=====

Arrangement A

Density functional theory data (wB97M-V/def2-TZVPD) for one molecule with the formula C4H7Cl.

Positions of all 12 atoms, in Å:
C  -0.45  1.04  -0.27
C  0.35  -0.14  -0.72
C  -1.52  0.43  0.64
C  1.41  -0.75  0.12
Cl  -2.88  -0.33  -0.05
H  0.15  1.73  0.33
H  -0.91  1.57  -1.10
H  -0.08  -0.75  -1.50
H  -1.18  -0.06  1.55
H  2.24  -1.07  -0.52
H  1.08  -1.65  0.65
H  1.78  -0.04  0.86

## Properties
Orbital gap (alpha / beta) (eV): 8.07 / 8.58
HOMO level (alpha / beta) (hartree): -0.286 / -0.294
Molecular weight (g mol⁻¹): 90.55
Charge: 0

Just the Löwdin charges please, in e? Sure, here they are: number 1, C, carries -0.32; number 2, C, carries -0.14; number 3, C, carries -0.55; number 4, C, carries -0.13; number 5, Cl, carries 0.58; number 6, H, carries 0.10; number 7, H, carries 0.10; number 8, H, carries 0.09; number 9, H, carries 0.05; number 10, H, carries 0.07; number 11, H, carries 0.08; number 12, H, carries 0.07

=====

Arrangement B

Density functional theory data (wB97M-V/def2-TZVPD) for one molecule with the formula C4H7Cl.

Positions of all 12 atoms, in Å:
C  -1.44  -1.35  0.35
C  -0.74  -0.31  0.35
Cl  -1.51  1.09  1.05
C  0.69  -0.25  -0.10
C  1.03  1.18  -0.58
H  -1.06  -2.25  0.17
H  -2.41  -1.21  0.87
H  1.35  -0.34  0.77
H  0.91  -1.04  -0.83
H  0.84  1.21  -1.70
H  0.26  1.90  -0.09
H  2.09  1.36  -0.28

## Properties
Orbital gap (eV): 10.67
HOMO level (hartree): -0.355
Molecular weight (g mol⁻¹): 90.55
SMILES: C=C(Cl)CC
Charge: 0

Just the Löwdin charges please, in e? Sure, here they are: number 1, C, carries -0.05; number 2, C, carries -0.74; number 3, Cl, carries 0.68; number 4, C, carries -0.26; number 5, C, carries -0.15; number 6, H, carries 0.03; number 7, H, carries 0.08; number 8, H, carries 0.11; number 9, H, carries 0.12; number 10, H, carries 0.09; number 11, H, carries 0.03; number 12, H, carries 0.07

=====

Arrangement C

Density functional theory data (wB97M-V/def2-TZVPD) for one molecule with the formula C4H7Cl.

Positions of all 12 atoms, in Å:
Cl  1.64  0.30  -0.36
C  0.33  -0.90  -0.60
C  -1.03  -0.58  0.02
C  -1.18  0.12  1.30
C  -1.66  0.78  0.07
H  0.60  -1.88  -0.17
H  0.32  -1.05  -1.70
H  -1.75  -1.45  -0.04
H  -1.88  -0.19  2.02
H  -0.30  0.44  1.74
H  -0.97  1.61  -0.33
H  -2.71  0.87  -0.18

## Properties
Orbital gap (eV): 11.35
HOMO level (hartree): -0.377
Molecular weight (g mol⁻¹): 90.55
SMILES: ClCC1CC1
Charge: 0

Just the Löwdin charges please, in e? Sure, here they are: number 1, Cl, carries 0.54; number 2, C, carries -0.54; number 3, C, carries -0.37; number 4, C, carries -0.16; number 5, C, carries -0.13; number 6, H, carries 0.08; number 7, H, carries 0.07; number 8, H, carries 0.15; number 9, H, carries 0.09; number 10, H, carries 0.07; number 11, H, carries 0.12; number 12, H, carries 0.09

=====

Arrangement D

Density functional theory data (wB97M-V/def2-TZVPD) for one molecule with the formula C4H7Cl.

Positions of all 12 atoms, in Å:
Cl  1.25  -2.05  0.48
C  0.01  -1.24  -0.57
C  -0.58  0.00  0.08
C  0.16  0.81  1.02
C  0.12  1.26  -0.43
H  -0.91  -1.87  -0.44
H  0.47  -1.23  -1.50
H  -1.56  -0.17  0.29
H  -0.44  1.38  1.65
H  0.92  0.20  1.41
H  0.93  0.84  -1.14
H  -0.38  2.07  -0.87

## Properties
Orbital gap (eV): 11.28
HOMO level (hartree): -0.374
Molecular weight (g mol⁻¹): 90.55
SMILES: ClCC1CC1
Charge: 0

Just the Löwdin charges please, in e? Sure, here they are: number 1, Cl, carries 0.54; number 2, C, carries -0.51; number 3, C, carries -0.39; number 4, C, carries -0.13; number 5, C, carries -0.06; number 6, H, carries 0.09; number 7, H, carries 0.04; number 8, H, carries 0.10; number 9, H, carries 0.09; number 10, H, carries 0.04; number 11, H, carries 0.12; number 12, H, carries 0.07

=====

Verdict on stability: arrangement A comes out at the bottom.

=====

Arrangement A

Density functional theory data (wB97M-V/def2-TZVPD) for C4H4O2 as an isolated structure.

Positions of all 10 atoms, in Å:
O  -1.55  -0.51  1.04
C  -0.81  0.73  -0.02
C  -0.16  -0.42  0.51
C  0.90  -1.16  0.37
C  1.72  -0.20  -0.43
O  1.29  0.72  -1.13
H  -2.03  -1.20  0.55
H  -0.82  1.69  0.49
H  -1.34  0.67  -0.97
H  2.82  -0.32  -0.39

## Properties
Orbital gap (eV): 8.03
HOMO level (hartree): -0.310
Molecular weight (g mol⁻¹): 84.07
Charge: 0

Just the Löwdin charges please, in e? Sure, here they are: number 1, O, carries 0.04; number 2, C, carries 0.18; number 3, C, carries -0.40; number 4, C, carries 0.00; number 5, C, carries -0.28; number 6, O, carries -0.03; number 7, H, carries 0.14; number 8, H, carries 0.13; number 9, H, carries 0.13; number 10, H, carries 0.10

=====

Arrangement B

Density functional theory data (wB97M-V/def2-TZVPD) for one molecule with the formula C4H4O2.

Positions of all 10 atoms, in Å:
C  1.70  -0.56  -0.42
C  1.13  0.22  0.30
C  -0.25  0.52  0.78
O  -0.86  1.69  0.41
C  -0.70  -0.59  -0.21
O  -1.13  -0.25  -1.29
H  2.23  -1.21  -1.07
H  -0.38  0.32  1.85
H  -1.19  1.47  -0.49
H  -0.55  -1.62  0.13

## Properties
Orbital gap (eV): 10.78
HOMO level (hartree): -0.372
Molecular weight (g mol⁻¹): 84.07
SMILES: C#C[C@@H](O)C=O
Charge: 0

Just the Löwdin charges please, in e? Sure, here they are: number 1, C, carries 0.15; number 2, C, carries -0.04; number 3, C, carries -0.34; number 4, O, carries 0.00; number 5, C, carries -0.26; number 6, O, carries 0.04; number 7, H, carries 0.06; number 8, H, carries 0.15; number 9, H, carries 0.09; number 10, H, carries 0.14

=====

Arrangement C

Density functional theory data (wB97M-V/def2-TZVPD) for C4H4O2 as an isolated structure.

Positions of all 10 atoms, in Å:
O  -2.09  -1.00  1.45
C  -1.29  -0.38  0.80
O  -1.22  0.68  0.18
C  0.35  1.12  -0.64
C  1.26  0.10  -0.41
C  1.15  -0.97  0.24
H  -0.13  -0.96  0.69
H  -0.12  1.22  -1.61
H  0.47  2.06  -0.11
H  1.62  -1.89  0.57

## Properties
Orbital gap (eV): 9.02
HOMO level (hartree): -0.340
Molecular weight (g mol⁻¹): 84.07
Charge: 0

Just the Löwdin charges please, in e? Sure, here they are: number 1, O, carries 0.11; number 2, C, carries -0.45; number 3, O, carries 0.05; number 4, C, carries -0.02; number 5, C, carries -0.12; number 6, C, carries 0.05; number 7, H, carries 0.08; number 8, H, carries 0.11; number 9, H, carries 0.11; number 10, H, carries 0.08

=====

Arrangement D

Density functional theory data (wB97M-V/def2-TZVPD) for one molecule with the formula C4H4O2.

Positions of all 10 atoms, in Å:
C  -1.83  -0.73  0.70
C  -0.83  -0.77  0.04
C  0.53  -0.45  -0.46
O  0.61  0.00  -1.77
C  0.81  0.70  0.52
O  0.79  1.84  0.13
H  -2.72  -0.68  1.30
H  1.21  -1.29  -0.32
H  0.53  0.97  -1.72
H  0.91  0.42  1.58

## Properties
Orbital gap (eV): 10.95
HOMO level (hartree): -0.379
Molecular weight (g mol⁻¹): 84.07
SMILES: C#C[C@@H](O)C=O
Charge: 0

Just the Löwdin charges please, in e? Sure, here they are: number 1, C, carries 0.14; number 2, C, carries -0.07; number 3, C, carries -0.37; number 4, O, carries 0.00; number 5, C, carries -0.20; number 6, O, carries 0.08; number 7, H, carries 0.04; number 8, H, carries 0.15; number 9, H, carries 0.10; number 10, H, carries 0.14

=====

Verdict on stability: arrangement A comes out at the bottom.

=====

Arrangement A

Density functional theory data (wB97M-V/def2-TZVPD) for C4H4O2 as an isolated structure.

Positions of all 10 atoms, in Å:
O  -1.56  -0.49  1.21
C  -0.74  0.75  0.15
C  -0.15  -0.41  0.71
C  0.92  -1.14  0.52
C  1.74  -0.19  -0.27
O  1.29  0.69  -1.01
H  -1.99  -1.21  0.72
H  -0.77  1.70  0.68
H  -1.27  0.69  -0.79
H  2.84  -0.26  -0.19

## Properties
Orbital gap (eV): 7.93
HOMO level (hartree): -0.310
Molecular weight (g mol⁻¹): 84.07
Charge: 0

Just the Löwdin charges please, in e? Sure, here they are: number 1, O, carries 0.03; number 2, C, carries 0.18; number 3, C, carries -0.39; number 4, C, carries 0.00; number 5, C, carries -0.28; number 6, O, carries -0.03; number 7, H, carries 0.13; number 8, H, carries 0.13; number 9, H, carries 0.12; number 10, H, carries 0.11

=====

Arrangement B

Density functional theory data (wB97M-V/def2-TZVPD) for one molecule with the formula C4H4O2.

Positions of all 10 atoms, in Å:
C  -1.81  0.22  -0.10
O  -0.94  0.89  -1.05
C  0.29  0.70  -0.72
C  1.38  0.44  -0.26
C  2.20  -0.53  0.41
O  1.80  -1.09  1.42
H  -2.80  0.67  -0.22
H  -1.85  -0.85  -0.34
H  -1.43  0.35  0.91
H  3.17  -0.81  -0.04

## Properties
Orbital gap (eV): 10.57
HOMO level (hartree): -0.362
Molecular weight (g mol⁻¹): 84.07
SMILES: COC#CC=O
Charge: 0

Just the Löwdin charges please, in e? Sure, here they are: number 1, C, carries -0.01; number 2, O, carries -0.04; number 3, C, carries -0.14; number 4, C, carries 0.05; number 5, C, carries -0.30; number 6, O, carries 0.03; number 7, H, carries 0.09; number 8, H, carries 0.10; number 9, H, carries 0.10; number 10, H, carries 0.11

=====

Verdict on stability: arrangement A comes out at the bottom.

=====

Arrangement A

Density functional theory data (wB97M-V/def2-TZVPD) for a 2-piece molecular cluster, C2H3FO2S overall.

Positions of all 9 atoms, in Å:
C  0.59  1.44  -0.05
C  -0.24  0.49  0.28
O  -0.16  -1.32  -1.74
O  1.34  -1.71  0.18
F  -2.36  -1.94  1.19
S  0.09  -1.25  -0.34
H  0.43  2.46  0.28
H  1.46  1.28  -0.67
H  -1.13  0.55  0.88

## Properties
Orbital gap (alpha / beta) (eV): 6.26 / 6.26
HOMO level (alpha / beta) (hartree): -0.382 / -0.382
Molecular weight (g mol⁻¹): 110.11
Charge: 0

Just the Löwdin charges please, in e? Sure, here they are: number 1, C, carries 0.02; number 2, C, carries -0.18; number 3, O, carries -0.25; number 4, O, carries -0.25; number 5, F, carries -0.53; number 6, S, carries 0.93; number 7, H, carries 0.09; number 8, H, carries 0.09; number 9, H, carries 0.08

=====

Arrangement B

Density functional theory data (wB97M-V/def2-TZVPD) for one molecule with the formula C2H3FO2S.

Positions of all 9 atoms, in Å:
C  0.07  -0.13  0.06
C  1.45  -0.53  -0.05
O  1.88  -1.66  -0.25
O  2.34  0.35  0.10
S  3.93  -0.38  -0.05
F  4.73  1.00  0.15
H  -0.47  -0.61  0.92
H  -0.44  -0.64  -0.74
H  0.03  0.95  0.08

## Properties
Orbital gap (eV): 9.95
HOMO level (hartree): -0.352
Molecular weight (g mol⁻¹): 110.11
SMILES: CC(=O)OSF
Charge: 0

Just the Löwdin charges please, in e? Sure, here they are: number 1, C, carries 0.02; number 2, C, carries -0.74; number 3, O, carries -0.02; number 4, O, carries -0.23; number 5, S, carries 1.08; number 6, F, carries -0.44; number 7, H, carries 0.12; number 8, H, carries 0.10; number 9, H, carries 0.10

=====

Verdict on stability: arrangement A comes out at the bottom.